# 1
DFT (ωB97M-V/def2-TZVPD) results for a molecular structure, C29H45N3NiO2P2S2.

```
84
Properties=species:S:1:pos:R:3:mulliken_charge:R:1
Ni -0.2698 -0.0295 0.2505 -0.6241
C -2.2462 1.9136 2.0755 -1.6964
P -1.0340 1.9795 0.7222 1.2803
C -1.8051 3.0947 -0.4858 -1.4920
C 0.2793 3.0429 1.4377 -0.4238
C 1.0589 2.1678 2.4188 -1.1088
P 1.3580 0.5007 1.6709 1.5301
C 1.4868 -0.5067 3.1791 -1.6644
C 3.0596 0.7074 1.0437 -1.4782
H -2.5364 2.9262 2.3614 0.4935
H -1.8269 1.3964 2.9381 0.3703
H -3.1192 1.3530 1.7468 0.3297
H -1.9005 4.0848 -0.0363 0.5077
H -2.7896 2.7301 -0.7660 0.4349
H -1.1838 3.1611 -1.3773 0.2910
H -0.1475 3.9235 1.9260 0.6661
H 0.9158 3.3816 0.6170 -0.0375
H 0.4685 2.0015 3.3232 0.4663
H 2.0026 2.6230 2.7281 0.5777
H 2.4317 -0.3036 3.6873 0.4228
H 1.4078 -1.5619 2.9359 0.3124
H 0.6560 -0.2529 3.8377 0.4443
H 3.7685 0.6414 1.8712 0.4217
H 3.1262 1.6885 0.5739 0.2418
H 3.2959 -0.0489 0.2990 0.2136
O -2.3112 0.1443 -0.3911 -0.7879
N -2.5687 0.2178 -1.6935 0.2970
C -3.7813 0.7116 -2.0318 -0.2857
C -4.1522 0.8669 -3.3355 -0.8512
C -3.2259 0.5157 -4.3281 -0.2952
C -2.0179 -0.0080 -3.9674 -0.8705
C -1.6527 -0.2104 -2.6130 0.4216
S -0.2223 -0.9446 -2.1065 -0.4576
H -4.4074 0.9525 -1.1867 0.5527
H -5.1383 1.2367 -3.5710 0.4198
H -3.4677 0.6559 -5.3728 0.3832
H -1.2854 -0.2978 -4.7067 0.4454
C 2.4662 -2.4883 -1.0486 -1.0056
C 2.5861 -3.4393 0.1361 0.5718
C 3.4312 -2.7993 1.2401 -1.2640
C 1.2681 -3.9632 0.6845 0.3645
C 1.2279 -5.3334 0.9170 -0.9496
C 0.1262 -5.9627 1.4655 -1.3938
C -0.9737 -5.1814 1.7751 -0.7692
C -0.9984 -3.8108 1.5578 0.2611
C -2.3045 -3.1154 1.8878 0.4493
C -3.0650 -2.8038 0.5987 -1.4625
C -2.1756 -1.8831 2.7829 -1.3000
C 0.1496 -3.1558 1.0280 -0.1663
O 0.2212 -1.8382 0.9538 2.1436
H 3.4590 -2.2461 -1.4384 0.4211
H 1.9774 -1.5633 -0.7493 -0.5685
H 1.8789 -2.9245 -1.8554 0.4578
H 3.1293 -4.3242 -0.2101 0.6033
H 2.9760 -1.8652 1.5601 0.0233
H 4.4408 -2.5800 0.8832 0.3971
H 3.5103 -3.4544 2.1086 0.3459
H 2.1045 -5.9206 0.6634 0.3466
H 0.1254 -7.0287 1.6498 0.3745
H -1.8577 -5.6474 2.1978 0.3467
H -2.9001 -3.8460 2.4452 0.6049
H -2.5866 -1.9928 0.0605 0.0927
H -4.0972 -2.5109 0.8115 0.4287
H -3.0813 -3.6822 -0.0487 0.4566
H -1.6724 -1.0713 2.2579 -0.2264
H -1.5977 -2.1122 3.6811 0.4014
H -3.1660 -1.5380 3.0908 0.4632
C 5.3824 3.3180 -4.5129 -1.4169
C 4.6144 3.6244 -3.2712 0.7802
C 4.9083 4.6236 -2.3912 -0.9429
C 4.1028 4.7289 -1.2300 1.0534
N 3.0784 3.9460 -0.9863 -0.2761
C 2.7170 3.0051 -1.8987 -0.3916
S 1.3802 2.0340 -1.7786 -0.1193
N 3.5484 2.8449 -2.9950 0.0448
C 4.4010 5.7712 -0.1957 -1.2758
H 6.1829 4.0389 -4.6538 0.3516
H 4.7279 3.3416 -5.3846 0.3590
H 5.8163 2.3193 -4.4484 0.3390
H 5.7379 5.2897 -2.5665 0.3466
H 3.2657 2.1087 -3.6293 0.2845
H 5.1978 6.4420 -0.5095 0.3647
H 4.6931 5.2837 0.7348 0.2854
H 3.4993 6.3467 0.0082 0.3147
```

Energy relative to the best compared isomer or geometry (same formula, charge and spin)   22.3 kJ/mol
Kohn-Sham gap (spin up / spin down)   5.9 / 5.9 eV
HOMO (spin up / spin down)   -6.179 / -6.184 eV
Multiplicity   1

# 2
DFT (ωB97M-V/def2-TZVPD) results for a molecular structure, C29H46AuN2OS2Si5Te.

```
87
Properties=species:S:1:pos:R:3:mulliken_charge:R:1
Au -0.2330 -0.1600 -0.0932 0.1645
S 2.1619 0.0898 -0.0795 -0.4553
C 2.1840 1.6676 0.6650 0.5469
C 3.4347 2.0703 1.2482 -0.1940
N 4.4423 2.3674 1.7171 -0.4996
C 1.1306 2.5032 0.6926 0.1632
S -0.4284 2.1269 -0.0172 -0.2192
C 1.2237 3.8042 1.2916 -0.0970
N 1.2513 4.8533 1.7634 -0.4982
C -5.6507 -2.7848 -1.5442 -0.8374
Si -5.7673 -0.9609 -1.9763 0.4739
C -7.5632 -0.5764 -2.4058 -1.0863
C -4.7224 -0.6808 -3.5128 -1.0494
Si -4.9556 0.3386 -0.1993 -0.0136
Te -2.8162 -0.7839 0.4856 -0.6722
Si -4.9919 2.6175 -0.7319 0.5982
C -6.7519 3.2280 -1.0096 -1.1066
C -4.2337 3.6298 0.6537 -0.8628
C -4.0089 2.9561 -2.2960 -0.9883
Si -6.1913 -0.0790 1.7583 0.2296
C -5.5018 0.9468 3.1717 -1.0134
C -6.0309 -1.8859 2.2532 -0.9863
C -8.0259 0.3124 1.5774 -1.0414
H -5.8971 -3.4120 -2.4058 0.3788
H -6.3262 -3.0502 -0.7272 0.2613
H -4.6355 -3.0313 -1.2229 0.1307
H -7.9044 -1.2093 -3.2297 0.3919
H -7.6877 0.4659 -2.7094 0.2577
H -8.2221 -0.7520 -1.5521 0.2395
H -5.0043 -1.3739 -4.3105 0.3934
H -3.6658 -0.8436 -3.2828 0.2512
H -4.8246 0.3365 -3.8967 0.2976
H -7.3674 3.0925 -0.1172 0.2453
H -7.2400 2.6958 -1.8296 0.2432
H -6.7501 4.2933 -1.2559 0.3863
H -4.8215 3.5626 1.5716 0.2817
H -4.1574 4.6851 0.3770 0.3865
H -3.2264 3.2694 0.8817 0.1704
H -4.4665 2.4936 -3.1731 0.3009
H -2.9954 2.5562 -2.2017 0.2311
H -3.9283 4.0305 -2.4824 0.3817
H -4.4234 0.7910 3.2556 0.2549
H -5.9610 0.6606 4.1223 0.3796
H -5.6712 2.0153 3.0218 0.2584
H -4.9768 -2.1688 2.3125 0.2622
H -6.5053 -2.5505 1.5276 0.2689
H -6.4841 -2.0679 3.2318 0.3742
H -8.1871 1.3631 1.3252 0.2488
H -8.5507 0.1056 2.5143 0.3936
H -8.4867 -0.2913 0.7920 0.2653
C 1.0520 -6.1204 0.1273 -1.7986
C 0.0529 -4.9585 0.0949 2.2159
C -0.6913 -4.9781 -1.2467 -1.7695
C -0.9558 -5.1129 1.2388 -1.8506
Si 0.9109 -3.2675 0.2678 -0.6801
O -0.2553 -2.1804 0.0090 0.8063
C 1.7035 -3.1228 1.9744 0.7787
C 1.3242 -2.0616 2.8025 -0.1334
C 1.8822 -1.8826 4.0610 -0.8445
C 2.8383 -2.7738 4.5276 -0.4687
C 3.2280 -3.8398 3.7285 -0.9236
C 2.6684 -4.0071 2.4683 -0.2600
C 2.2553 -3.1036 -1.0482 0.4489
C 3.6161 -3.3302 -0.8308 -0.0824
C 4.5466 -3.1617 -1.8478 -0.6739
C 4.1344 -2.7536 -3.1091 -0.4647
C 2.7884 -2.5098 -3.3464 -0.7705
C 1.8642 -2.6823 -2.3247 0.1128
H 0.5399 -7.0660 -0.0884 0.4960
H 1.5189 -6.2167 1.1098 0.2791
H 1.8431 -5.9882 -0.6167 0.3424
H -1.2648 -5.9067 -1.3550 0.5052
H 0.0095 -4.9116 -2.0841 0.3345
H -1.3813 -4.1338 -1.3166 0.2261
H -1.5069 -6.0566 1.1451 0.5030
H -1.6776 -4.2914 1.2283 0.2879
H -0.4534 -5.1049 2.2102 0.3282
H 0.5758 -1.3603 2.4509 0.3414
H 1.5763 -1.0454 4.6763 0.4164
H 3.2791 -2.6374 5.5076 0.3584
H 3.9727 -4.5408 4.0867 0.3761
H 2.9997 -4.8448 1.8650 0.2781
H 3.9648 -3.6256 0.1519 0.2540
H 5.5986 -3.3329 -1.6526 0.3909
H 4.8620 -2.6060 -3.8979 0.3579
H 2.4623 -2.1721 -4.3226 0.3940
H 0.8156 -2.4724 -2.5109 0.3982
```

Energy relative to the best compared isomer or geometry (same formula, charge and spin)   0.0 kJ/mol
Net charge   -1
Kohn-Sham gap   6.1 eV
HOMO   -5.165 eV
Multiplicity   1

Which value of energy relative to the best compared isomer or geometry (same formula, charge and spin) does entry 2 give?
0.0 kJ/mol